[1]
Computed, not measured: a structure of composition C4H4O2, with ωB97M-V with the def2-TZVPD basis set.

The calculation puts the gap between HOMO and LUMO at 11.559 eV. Its LUMO energy is 0.9 eV. The value obtained for the energy above the lowest of the compared OMol25 structures with the same formula, charge and spin is 25.7 kcal/mol. Its maximum force is 0.67 eV/A.

Positions of all 10 atoms, in Å:
O  2.3722  -1.0543  0.0873
C  1.3555  -0.4348  0.0734
O  1.2111  0.9414  0.1144
C  -0.1838  0.7679  0.4526
C  -0.9208  0.2136  -0.6953
C  -0.1105  -0.7170  0.2036
H  -0.5560  1.3233  1.3010
H  -1.9913  0.1009  -0.5373
H  -0.6215  0.4401  -1.7144
H  -0.5418  -1.5670  0.7131

These are the natural (NBO) partial charges, in e, on atoms 1 to 4: -0.53 0.79 -0.49 0.08


[2]
Computed, not measured: the molecule C4H4O2, with ωB97M-V with the def2-TZVPD basis set.

The calculation puts the gap between HOMO and LUMO at 11.158 eV. Its LUMO energy is 0.9 eV. The value obtained for the energy above the lowest of the compared OMol25 structures with the same formula, charge and spin is 90.7 kcal/mol. Its maximum force is 0.68 eV/A.

Positions of all 10 atoms, in Å:
O  1.5058  -0.1686  -1.1045
C  0.8929  0.8670  -1.0669
O  -0.0272  1.1961  -0.1442
C  -0.3218  0.1965  0.8196
C  -1.7979  -0.5230  0.3941
C  -0.9353  -1.4142  0.1844
H  0.9991  1.6989  -1.7787
H  0.5940  -0.3545  1.0681
H  -0.6563  0.7034  1.7196
H  -0.2533  -2.2016  -0.0915

These are the natural (NBO) partial charges, in e, on atoms 1 to 4: -0.59 0.65 -0.49 -0.11


[3]
Computed, not measured: the molecule C4H4O2, with ωB97M-V with the def2-TZVPD basis set.

The calculation puts the gap between HOMO and LUMO at 9.924 eV. Its LUMO energy is 0.1 eV. Its SMILES is O=CC1=C[C@@H]1O. The value obtained for the energy above the lowest of the compared OMol25 structures with the same formula, charge and spin is 59.5 kcal/mol. Its maximum force is 0.51 eV/A.

Positions of all 10 atoms, in Å:
O  0.4824  -0.4570  -1.9273
C  0.9034  -0.5404  -0.6017
C  1.1003  0.6697  0.2388
O  -2.2823  -0.0247  0.2638
C  0.0482  -0.0597  0.5211
C  -1.3299  0.1273  0.9945
H  -0.3395  0.0522  -1.9564
H  1.5485  -1.4087  -0.4801
H  1.5063  1.6669  0.3335
H  -1.4297  0.5042  2.0321

These are the natural (NBO) partial charges, in e, on atoms 1 to 4: -0.70 0.09 -0.15 -0.50